The following is a DFT calculation (ωB97M-V/def2-TZVPD) of a molecular structure, C33H40F3N3OSi2Sn.

The geometry in ORCA input format:
```
! wB97M-V def2-TZVPD RIJCOSX def2/J DEFGRID3
* xyz -2 1
Sn -0.297 0.335 0.440
C -4.928 -1.829 0.469
C -4.018 -2.467 1.519
C -3.910 -1.515 2.719
C -2.640 -2.806 0.973
C -2.337 -2.753 -0.380
C -1.055 -3.026 -0.843
C -0.032 -3.362 0.031
C 1.371 -3.612 -0.451
C -0.337 -3.436 1.388
C -1.613 -3.163 1.848
H -5.894 -1.584 0.916
H -5.110 -2.492 -0.379
H -4.474 -0.904 0.106
H -4.489 -3.404 1.848
H -3.271 -0.669 2.468
H -3.491 -2.000 3.601
H -4.897 -1.131 2.987
H -3.089 -2.473 -1.106
H -0.847 -2.943 -1.905
H 1.703 -4.621 -0.193
H 2.056 -2.900 0.016
H 1.442 -3.482 -1.531
H 0.446 -3.691 2.094
H -1.803 -3.205 2.913
O -2.864 4.114 -0.521
C -2.071 3.170 -0.272
N -2.163 1.904 -0.594
C -3.250 1.556 -1.467
C -2.825 0.540 -2.493
C -3.637 -0.557 -2.797
C -3.207 -1.486 -3.727
C -1.974 -1.301 -4.338
C -1.249 -0.169 -3.995
N -1.658 0.728 -3.108
C -0.765 3.536 0.399
C -0.606 4.841 0.856
C 0.648 5.291 1.214
C 1.729 4.432 1.064
C 1.481 3.135 0.662
N 0.263 2.678 0.376
H -3.612 2.458 -1.984
H -4.102 1.152 -0.903
H -4.584 -0.673 -2.284
H -3.815 -2.354 -3.960
H -1.586 -2.012 -5.056
H -0.280 0.029 -4.447
H -1.483 5.470 0.887
H 0.789 6.301 1.583
H 2.741 4.752 1.271
H 2.291 2.423 0.562
C 2.552 -1.674 2.761
Si 2.088 -0.030 1.849
C 2.477 1.202 3.285
C 3.631 0.208 0.685
C 4.923 0.209 1.222
C 6.048 0.447 0.447
C 5.896 0.696 -0.912
C 4.624 0.678 -1.466
C 3.479 0.430 -0.700
Si 1.737 0.345 -1.582
C 1.772 1.960 -2.658
C 2.207 -0.981 -2.943
H 3.452 -1.569 3.374
H 2.725 -2.492 2.054
H 1.734 -1.975 3.424
H 3.520 1.173 3.621
H 1.838 0.979 4.143
H 2.247 2.225 2.992
H 5.056 0.024 2.286
H 7.037 0.444 0.896
H 6.765 0.900 -1.532
H 4.518 0.866 -2.533
H 2.312 1.846 -3.606
H 2.233 2.790 -2.114
H 0.744 2.256 -2.889
H 2.785 -0.531 -3.758
H 1.320 -1.445 -3.392
H 2.816 -1.782 -2.515
F -0.995 0.475 3.958
C -1.177 1.326 2.852
F -0.532 2.498 3.285
F -2.528 1.679 2.990
*
```

**Frontier orbital gap**: 0.175 hartree
**HOMO energy**: -0.12 eV
**Lowest unoccupied orbital energy**: 4.6 eV
**ΔE to the lowest compared entry with this formula, charge and spin**: 6.7 kJ/mol
**DFT total energy**: -2613.9229 hartree

Löwdin analysis output, partial charges in e: Sn 0.83; C -0.09; C -0.37; C -0.06; C -0.22; C -0.06; C -0.07; C -0.30; C -0.05; C -0.06; C -0.04; H 0.07; H 0.07; H 0.07; H 0.13; H 0.07; H 0.07; H 0.07; H 0.07; H 0.10; H 0.08; H 0.06; H 0.06; H 0.10; H 0.11; O -0.07; C -0.54; N -0.05; C -0.20; C -0.26; C -0.06; C -0.10; C -0.09; C -0.16; N 0.14; C -0.18; C -0.01; C -0.07; C -0.06; C -0.16; N 0.01; H 0.12; H 0.10; H 0.10; H 0.10; H 0.09; H 0.10; H 0.11; H 0.09; H 0.10; H 0.08; C -0.25; Si 0.48; C -0.25; C -0.33; C -0.13; C -0.13; C -0.13; C -0.13; C -0.34; Si 0.48; C -0.27; C -0.27; H 0.00; H -0.01; H 0.01; H 0.00; H 0.01; H -0.01; H 0.08; H 0.08; H 0.08; H 0.08; H 0.00; H 0.00; H -0.01; H 0.00; H -0.02; H 0.00; F -0.09; C -0.54; F -0.07; F -0.08

---

The following is a DFT calculation (ωB97M-V/def2-TZVPD) of 2 unconnected molecules or ions with the total composition C3H4O3S.

The geometry in ORCA input format:
```
! wB97M-V def2-TZVPD RIJCOSX def2/J DEFGRID3
* xyz 0 3
C 1.702 0.832 2.438
C 1.848 -0.120 1.733
C -0.585 -0.679 -0.908
O 2.052 -1.704 -1.164
O 1.497 -3.356 0.602
O -0.296 -1.804 -0.113
S 1.365 -2.089 0.024
H 1.437 1.788 2.839
H 0.312 -0.022 -0.833
H -1.425 -0.079 -0.352
H -0.990 -0.873 -1.959
*
```

**Frontier orbital gap (spin up / spin down)**: 0.352 / 0.257 hartree
**Expectation value of S²**: 2.013
**HOMO energy (spin up / spin down)**: -8.78 / -11.32 eV
**Lowest unoccupied orbital energy (spin up / spin down)**: 0.8 / -4.3 eV
**ΔE to the lowest compared entry with this formula, charge and spin**: 332.5 kJ/mol
**DFT total energy**: -740.3122 hartree

Löwdin analysis output, partial charges in e: C 0.06; C 0.05; C -0.18; O -0.31; O -0.28; O -0.33; S 0.68; H 0.04; H 0.06; H 0.11; H 0.11

---

The following is a DFT calculation (ωB97M-V/def2-TZVPD) of a single C2H4N2O2 molecule.

The geometry in ORCA input format:
```
! wB97M-V def2-TZVPD RIJCOSX def2/J DEFGRID3
* xyz 0 1
C -1.857 -0.408 0.418
N -1.465 -0.029 -0.766
O -0.097 0.152 -0.928
C 0.875 0.833 -0.180
N 2.034 0.317 0.300
O 2.300 -0.870 -0.283
H -2.955 -0.462 0.784
H -1.227 -0.564 1.212
H 0.734 1.886 0.395
H 1.659 -0.855 -0.952
*
```

**Frontier orbital gap**: 0.364 hartree
**HOMO energy**: -9.50 eV
**Lowest unoccupied orbital energy**: 0.4 eV
**ΔE to the lowest compared entry with this formula, charge and spin**: 701.1 kJ/mol
**DFT total energy**: -338.3862 hartree

Löwdin analysis output, partial charges in e: C 0.02; N 0.01; O -0.16; C -0.18; N -0.01; O -0.03; H 0.11; H 0.04; H 0.16; H 0.04

---

The following is a DFT calculation (ωB97M-V/def2-TZVPD) of a gas-phase ion, C5H11N2 (charge +1).

The geometry in ORCA input format:
```
! wB97M-V def2-TZVPD RIJCOSX def2/J DEFGRID3
* xyz 1 1
C 0.448 2.021 -0.085
C -0.514 0.820 0.316
C -0.836 -0.018 -0.934
N 0.298 -0.941 -1.016
C 0.848 -1.131 0.391
C -0.257 -1.446 1.380
N 0.251 -0.080 1.189
H 1.272 1.709 -0.674
H 0.791 2.504 0.889
H -0.103 2.627 -0.743
H -1.320 1.324 0.776
H -1.865 -0.619 -0.701
H -0.801 0.698 -1.814
H -0.043 -1.764 -1.476
H 1.057 -0.452 -1.723
H 1.838 -1.545 0.605
H -1.161 -1.931 1.258
H 0.098 -1.777 2.362
*
```

**Frontier orbital gap**: 0.384 hartree
**HOMO energy**: -14.11 eV
**Lowest unoccupied orbital energy**: -3.7 eV
**ΔE to the lowest compared entry with this formula, charge and spin**: 266.4 kJ/mol
**DFT total energy**: -306.2820 hartree

Löwdin analysis output, partial charges in e: C -0.02; C -0.31; C -0.11; N 0.09; C -0.15; C -0.04; N -0.01; H 0.06; H 0.12; H 0.06; H 0.14; H 0.19; H 0.16; H 0.17; H 0.26; H 0.17; H 0.10; H 0.13

---

The following is a DFT calculation (ωB97M-V/def2-TZVPD) of a single C4H6OS molecule.

The geometry in ORCA input format:
```
! wB97M-V def2-TZVPD RIJCOSX def2/J DEFGRID3
* xyz 0 1
C -0.395 1.412 0.150
S -1.600 -0.018 -0.038
C -0.413 -1.384 -0.100
C 0.811 -0.609 0.399
O 1.997 0.002 -0.081
C 0.759 0.598 -0.380
H -0.832 2.134 -0.549
H -0.426 1.801 1.190
H -0.344 -1.725 -1.111
H -0.755 -2.236 0.460
H 0.700 -0.376 1.500
H 0.498 0.402 -1.440
*
```

**Frontier orbital gap**: 0.359 hartree
**HOMO energy**: -8.93 eV
**Lowest unoccupied orbital energy**: 0.8 eV
**ΔE to the lowest compared entry with this formula, charge and spin**: 402.6 kJ/mol
**DFT total energy**: -629.2938 hartree

Löwdin analysis output, partial charges in e: C -0.34; S 0.85; C -0.41; C -0.34; O 0.06; C -0.41; H 0.07; H 0.09; H 0.07; H 0.07; H 0.16; H 0.14

---

The following is a DFT calculation (ωB97M-V/def2-TZVPD) of 7 unconnected molecules or ions with the total composition C21H46BN7O10.

The geometry in ORCA input format:
```
! wB97M-V def2-TZVPD RIJCOSX def2/J DEFGRID3
* xyz 0 1
O -4.068 -0.012 -3.108
C -3.316 0.695 -2.222
N -2.671 1.785 -1.636
B -1.543 1.163 -0.829
O -0.247 0.681 -1.404
C -1.681 1.024 0.837
C -1.108 2.483 1.420
O 0.087 2.603 2.038
O -2.013 3.647 1.149
H 0.443 1.021 -0.731
H -2.824 0.879 1.149
H -0.995 0.148 1.264
H -1.530 4.338 0.607
C -3.969 -2.219 4.843
N -4.368 -1.119 3.999
C -3.692 0.042 3.767
C -2.368 0.231 4.458
O -4.164 0.893 3.016
H -3.907 -3.118 4.225
H -4.738 -2.358 5.608
H -3.007 -2.045 5.326
H -5.251 -1.183 3.504
H -1.940 1.197 4.185
H -2.510 0.209 5.543
H -1.674 -0.557 4.151
C 5.037 0.811 -1.817
N 3.641 0.568 -1.549
C 3.101 -0.356 -0.703
C 4.048 -1.244 0.059
O 1.882 -0.444 -0.581
H 5.258 1.850 -1.557
H 5.211 0.660 -2.885
H 5.690 0.150 -1.248
H 2.949 1.133 -2.031
H 3.486 -1.930 0.693
H 4.650 -1.831 -0.641
H 4.697 -0.634 0.695
C 3.542 0.743 -7.292
N 4.035 -0.086 -6.220
C 3.342 -1.006 -5.490
C 1.886 -1.206 -5.817
O 3.905 -1.641 -4.601
H 4.127 0.524 -8.189
H 3.690 1.789 -7.010
H 2.486 0.570 -7.499
H 5.009 -0.001 -5.949
H 1.459 -1.965 -5.161
H 1.341 -0.269 -5.666
H 1.782 -1.542 -6.853
C -3.610 4.398 3.718
N -3.467 4.561 5.143
C -2.811 5.555 5.808
C -2.145 6.626 4.985
O -2.776 5.558 7.037
H -4.677 4.397 3.480
H -3.176 3.433 3.440
H -3.116 5.191 3.157
H -3.892 3.873 5.756
H -1.662 7.352 5.641
H -1.384 6.177 4.341
H -2.894 7.147 4.381
C 2.716 0.037 4.660
N 1.320 -0.206 4.927
C 0.780 -1.129 5.774
C 1.728 -2.017 6.536
O -0.439 -1.218 5.896
H 2.937 1.076 4.920
H 2.890 -0.114 3.591
H 3.370 -0.624 5.229
H 0.628 0.359 4.446
H 1.165 -2.704 7.170
H 2.329 -2.605 5.835
H 2.376 -1.408 7.172
C -2.195 -5.514 -7.210
N -1.381 -4.652 -8.031
C -0.097 -4.254 -7.805
C 0.582 -4.755 -6.558
O 0.469 -3.510 -8.603
H -2.490 -6.379 -7.811
H -3.089 -4.958 -6.913
H -1.671 -5.857 -6.318
H -1.779 -4.280 -8.886
H 1.598 -4.361 -6.503
H 0.030 -4.418 -5.675
H 0.633 -5.848 -6.578
*
```

**Frontier orbital gap**: 0.303 hartree
**HOMO energy**: -8.89 eV
**Lowest unoccupied orbital energy**: -0.7 eV
**DFT total energy**: -1988.3163 hartree

Löwdin analysis output, partial charges in e: O 0.00; C -0.03; N 0.22; B -0.44; O 0.01; C 0.00; C -0.26; O -0.05; O -0.03; H 0.09; H 0.12; H 0.14; H 0.13; C -0.07; N 0.00; C -0.53; C -0.02; O -0.01; H 0.08; H 0.08; H 0.07; H 0.14; H 0.08; H 0.09; H 0.07; C -0.08; N 0.01; C -0.52; C -0.01; O 0.02; H 0.08; H 0.08; H 0.08; H 0.15; H 0.08; H 0.09; H 0.08; C -0.08; N 0.00; C -0.55; C -0.01; O 0.01; H 0.08; H 0.08; H 0.08; H 0.14; H 0.08; H 0.09; H 0.08; C -0.08; N 0.01; C -0.55; C -0.02; O 0.01; H 0.09; H 0.06; H 0.07; H 0.14; H 0.08; H 0.08; H 0.08; C -0.07; N 0.02; C -0.52; C -0.01; O 0.00; H 0.09; H 0.08; H 0.08; H 0.13; H 0.08; H 0.09; H 0.09; C -0.08; N 0.00; C -0.55; C -0.02; O 0.01; H 0.08; H 0.08; H 0.08; H 0.14; H 0.08; H 0.09; H 0.09